ORCA calculation (ωB97M-V with the def2-TZVPD basis set) on C18H38NiOP2 as an isolated structure in a non-equilibrium geometry.

XYZ file:
```
60
C18H38NiOP2 (ωB97M-V with the def2-TZVPD basis set)
H -0.72 2.08 1.53
C 1.71 -7.22 -1.51
H 3.26 -0.98 -1.73
C -0.36 -3.44 -1.07
C -1.43 1.31 3.37
Ni 0.19 -0.56 -0.17
H 0.63 -3.30 -2.99
H -1.31 -0.79 -2.98
H 2.65 0.38 -2.71
H -2.02 2.20 3.60
C -0.67 -6.53 -1.87
H 1.66 -7.72 -3.63
H -1.26 -5.46 -4.61
C -0.29 -0.60 -3.34
P -0.62 -2.43 0.41
O -0.50 0.03 1.60
H -1.31 -3.49 -1.62
H 1.53 -2.89 1.40
C 0.49 -3.00 1.73
H 1.01 1.38 -1.86
P 0.90 -1.12 -2.08
C 2.58 -0.70 -2.55
H -1.79 -7.38 -3.44
C -1.26 1.16 1.87
H -0.45 1.39 3.84
H 1.41 1.56 -0.09
H -3.21 2.00 1.43
C 0.77 -2.95 -1.97
H 0.29 -4.03 2.02
H 3.23 -7.18 -3.03
H 2.52 -6.87 -0.85
H -2.41 1.24 0.04
H -0.18 0.47 -3.51
H -2.99 -2.07 0.22
H -0.13 -7.98 -3.35
C 0.81 -5.20 -4.16
H 0.37 -6.31 -0.02
C -2.33 -2.50 0.99
H -1.61 -6.14 -1.49
C -2.58 1.16 1.12
C -0.75 -7.08 -3.26
H -0.27 1.86 -0.66
H -1.94 0.42 3.78
H -2.40 -1.89 1.90
H -2.65 -3.54 1.20
H 2.78 -4.93 -3.42
H 0.78 -4.24 -4.68
C 0.42 -6.59 -1.08
H 1.74 -3.33 -1.64
C 1.92 -5.60 -3.51
H 2.89 -1.22 -3.47
C 2.15 -6.98 -2.98
H -0.13 -1.14 -4.28
H 0.33 -2.32 2.58
H -3.12 0.23 1.31
H -0.16 -4.46 -0.74
C 0.64 1.25 -0.83
H 1.65 -8.31 -1.34
H -0.20 -6.67 -5.32
C -0.38 -6.09 -4.40
```

- 2S+1 = 3
- LUMO (alpha / beta) (eV) = 0.46 / 0.34
- ⟨S²⟩ = 2.0134
- E_tot (eV) = -80946.28691
- frontier orbital gap (alpha / beta) (Eh) = 0.1903 / 0.2728

***

ORCA calculation (ωB97M-V with the def2-TZVPD basis set) on C40H67BGe2KNO8SbSe as an isolated structure in a non-equilibrium geometry.

XYZ file:
```
122
C40H67BGe2KNO8SbSe (ωB97M-V with the def2-TZVPD basis set)
O 0.92 1.34 1.12
C -4.89 -2.46 -3.13
H -2.28 -4.42 -2.20
C 1.69 4.58 1.21
H -6.46 -5.34 -2.26
C -1.31 3.20 -4.00
N -1.62 2.12 -1.75
H -1.72 -0.02 -3.76
H -2.00 4.16 -2.17
C 3.18 -0.65 4.02
C -2.20 4.77 0.74
H -1.50 -1.06 2.02
C 1.86 -0.85 3.27
O -1.67 -1.90 1.56
H -3.33 0.42 2.41
H 2.98 -0.33 5.05
H 0.01 -1.99 3.49
H -1.15 4.99 0.57
H -4.12 -6.01 -1.81
O -0.49 2.25 -4.15
H 3.76 -1.57 4.07
H 3.00 3.61 4.13
H 2.65 5.03 1.49
H -2.88 6.45 -0.40
B -0.08 -2.17 -3.44
H 3.37 -3.66 3.45
C -2.74 -0.37 5.66
H -5.27 5.96 -0.02
H 1.86 3.79 0.49
C -1.24 1.35 4.91
C 3.87 1.05 0.70
H 3.80 0.12 3.56
H 5.29 -2.11 0.73
H -0.41 2.02 5.12
O 1.10 -2.72 -2.97
H 3.89 -4.98 2.42
H 5.25 -1.00 2.10
H 2.85 0.39 -4.04
C 2.68 -3.50 1.39
H -1.13 2.45 -0.91
H 1.73 -3.98 1.66
H 1.44 -0.13 -6.52
H 1.44 -2.83 4.08
H -2.51 -1.70 1.10
H 1.15 0.88 -4.29
H 1.82 2.44 4.75
H -5.93 3.97 1.30
H 1.55 -1.88 -6.74
H 4.03 1.30 1.75
C -2.50 -1.92 -3.16
C -5.65 -4.64 -2.44
O -0.54 1.47 0.87
C 3.07 -4.02 0.01
C 0.96 -1.85 4.00
Ge -1.13 2.49 2.21
C 1.90 -1.04 -6.14
H 1.10 6.00 4.14
H -4.14 -1.08 4.19
H 0.75 -1.50 5.01
H 2.92 1.49 0.40
C -3.54 -2.83 -2.90
H 1.07 5.36 0.75
C -2.66 -0.57 -3.75
H -0.52 5.93 3.40
C -3.29 -4.13 -2.41
C -4.51 5.32 0.42
C -4.33 -5.02 -2.19
Se -3.78 0.29 -0.34
C -4.88 4.21 1.17
C 0.25 5.35 3.92
O -1.24 -2.35 -2.77
C 2.10 -2.46 -3.97
H 3.77 -3.18 -2.84
C 3.44 -2.24 -3.29
H 1.61 -0.04 -2.85
H -1.22 0.52 6.89
O -1.60 4.11 -4.77
K -0.95 -0.54 -0.43
H 1.20 -3.81 -5.40
C -3.91 3.38 1.70
C -3.33 -0.39 4.40
H 4.01 -3.58 -0.33
H 4.18 -1.91 -4.02
H 2.99 -0.97 -6.25
C 1.52 -1.20 -4.68
C -1.82 1.34 3.65
H -3.16 3.03 -2.85
H 3.84 -0.64 -0.59
C 2.15 -3.68 -4.89
H -5.12 -1.44 -3.43
H -3.08 -1.04 6.43
C -1.69 0.50 5.92
H 4.68 1.52 0.13
H 3.21 -5.11 0.02
H -6.94 -3.04 -3.06
H -2.46 1.48 -1.33
H -0.95 1.62 -2.35
C 5.18 -1.07 1.01
H 2.65 2.12 3.22
H 2.34 -4.56 -4.28
C 2.22 2.90 3.84
H 2.31 -3.78 -0.74
O 0.10 -1.44 -4.59
H -4.21 2.49 2.23
H -0.17 5.00 4.86
H -3.39 -0.01 -3.15
H 4.67 -3.41 2.29
C -2.56 3.65 1.49
H 2.95 -3.58 -5.63
H 1.34 0.10 3.20
Sb 1.99 -1.39 1.16
C 3.88 -0.46 0.49
C 3.71 -3.90 2.45
H 6.04 -0.52 0.59
Ge 0.83 3.81 2.79
H -3.01 -0.63 -4.78
C -5.91 -3.35 -2.91
H 3.35 -1.50 -2.50
C -2.10 3.19 -2.64
C -3.17 5.60 0.20
C -2.88 0.46 3.40
C 1.81 0.09 -3.92
```

- 2S+1 = 2
- energy relative to the best compared isomer or geometry (same formula, charge and spin) (kJ/mol) = 168.8
- LUMO (alpha / beta) (eV) = 3.77 / 3.77
- ⟨S²⟩ = 0.7830
- E_tot (eV) = -262357.70252
- charge = -2
- frontier orbital gap (alpha / beta) (Eh) = 0.1609 / 0.1605

***

ORCA calculation (ωB97M-V with the def2-TZVPD basis set) on an isolated ion of composition C9H12NOS and charge +1 in a non-equilibrium geometry.

XYZ file:
```
24
C9H12NOS (ωB97M-V with the def2-TZVPD basis set)
H 0.13 -0.49 -1.87
H 2.33 2.68 0.33
H 0.28 0.82 2.05
H 1.05 -2.84 -0.59
S -2.35 1.02 -0.72
O 1.01 1.50 -1.42
C -1.37 -0.57 1.54
C -1.25 1.52 0.68
H -0.76 -2.99 -0.61
H -0.58 2.44 0.62
C 1.33 0.97 -0.40
N 0.03 -1.04 -0.93
H 1.22 -0.89 0.60
H 3.43 1.19 0.12
H -1.92 1.78 1.45
C -0.39 0.40 1.27
H -2.90 -1.26 -1.29
C 2.37 1.58 0.40
C 0.59 -0.27 0.10
C -2.29 -1.04 0.79
H 2.35 1.41 1.48
H 0.09 -2.75 -2.08
C 0.17 -2.54 -1.06
C -2.60 -0.65 -0.48
```

- 2S+1 = 1
- energy relative to the best compared isomer or geometry (same formula, charge and spin) (kJ/mol) = 577.5
- LUMO (alpha / beta) (eV) = -5.93 / -5.93
- E_tot (eV) = -23887.64611
- charge = +1
- frontier orbital gap (alpha / beta) (Eh) = 0.2568 / 0.2569

***

ORCA calculation (ωB97M-V with the def2-TZVPD basis set) on the molecule C3H9N3 in a non-equilibrium geometry.

XYZ file:
```
15
C3H9N3 (ωB97M-V with the def2-TZVPD basis set)
H 2.45 -1.36 1.75
H 0.87 1.10 0.76
C 1.42 0.13 0.56
H -1.11 -1.56 -1.60
C 1.77 -0.50 1.85
C -0.87 0.17 -0.83
H 2.28 0.38 0.02
N 0.37 -0.42 -0.32
H 2.16 0.22 2.62
N -1.40 1.30 -0.16
N -1.47 -0.61 -1.63
H 0.82 -0.91 2.23
H -1.95 1.90 -0.84
H 0.00 -1.38 -0.14
H -2.00 0.86 0.45
```

- 2S+1 = 1
- energy relative to the best compared isomer or geometry (same formula, charge and spin) (kJ/mol) = 196.5
- LUMO (eV) = 0.84
- structure (SMILES) = [H]/N=C(/N)NCC
- E_tot (eV) = -7725.53738
- frontier orbital gap (Eh) = 0.3481

***

- Number 2 is which compound?
  C40H67BGe2KNO8SbSe